Record 1
Molecular formula: C14H28N4OsS4
Method: DFT, wB97M-V/def2-TZVPD

Properties
- HOMO-LUMO gap: 6.0 eV
- Charge: +4

Cartesian coordinates (Å):
Os (-0.3909, -0.7565, -0.6571)
C (-3.8428, -2.3450, -0.0829)
C (-3.1938, -1.7261, 1.1173)
S (-2.1382, -0.2982, 0.8156)
C (-3.0085, 0.9288, -0.1910)
C (-3.2096, 0.6378, -1.6618)
S (-1.7049, -0.0191, -2.4825)
C (-2.2732, -1.3930, -3.4885)
C (-3.1958, -2.3838, -2.8243)
S (-2.5556, -2.9025, -1.2208)
H (-4.5624, -1.7000, -0.5807)
H (-4.3897, -3.2279, 0.2626)
H (-2.5328, -2.4334, 1.6257)
H (-3.9298, -1.3863, 1.8544)
H (-2.3948, 1.8222, -0.0627)
H (-3.9659, 1.1267, 0.3006)
H (-3.4262, 1.5862, -2.1598)
H (-4.0383, -0.0331, -1.8704)
H (-1.3450, -1.8618, -3.8244)
H (-2.7344, -0.9490, -4.3789)
H (-3.2286, -3.2675, -3.4680)
H (-4.2228, -2.0410, -2.7161)
C (1.8783, 3.1809, 3.8950)
C (2.4293, 1.9912, 3.1301)
N (1.5976, 1.6615, 1.9285)
C (1.8582, 1.8013, 0.6527)
S (0.7222, 1.1595, -0.6269)
N (2.8554, 2.4165, 0.0810)
C (3.9189, 3.2912, 0.6716)
C (4.4617, 4.2254, -0.3919)
H (2.4682, 3.3131, 4.8014)
H (0.8422, 3.0258, 4.1988)
H (1.9317, 4.1031, 3.3157)
H (2.3957, 1.1038, 3.7616)
H (3.4629, 2.1351, 2.8383)
H (0.6936, 1.2809, 2.1635)
H (2.9083, 2.3508, -0.9305)
H (4.7186, 2.6591, 1.0591)
H (3.5078, 3.8505, 1.5098)
H (4.9626, 3.6805, -1.1941)
H (5.1998, 4.8858, 0.0592)
H (3.6761, 4.8355, -0.8385)
N (1.5892, -4.2732, 0.1689)
C (1.3478, -4.4817, -1.1726)
C (0.5548, -3.4667, -1.5740)
N (0.2959, -2.6437, -0.4637)
C (0.9699, -3.1790, 0.5736)
H (2.1581, -4.8740, 0.7594)
H (1.7423, -5.3257, -1.7173)
H (0.1447, -3.2819, -2.5501)
H (0.9922, -2.8030, 1.5850)


Record 2
Molecular formula: C14H28O28S7
Method: DFT, wB97M-V/def2-TZVPD

Properties
- HOMO-LUMO gap: 10.3 eV

Cartesian coordinates (Å):
C (2.2433, -4.2950, 0.8616)
C (2.0168, -5.4308, -0.1260)
O (1.4346, -6.4487, 0.7059)
S (0.9653, -5.8494, 2.1523)
O (1.9180, -6.1623, 3.1600)
O (-0.4134, -6.1464, 2.3474)
O (1.0814, -4.3401, 1.6768)
H (2.4658, -3.2967, 0.5050)
H (3.1217, -4.6722, 1.4035)
H (2.9321, -5.7441, -0.6211)
H (1.2815, -5.1319, -0.8750)
C (-0.0757, 4.2357, 4.6974)
C (-1.6094, 4.3323, 4.8517)
O (-1.8499, 3.9511, 6.2165)
S (-0.6967, 4.7375, 7.0477)
O (-0.4577, 4.1154, 8.2984)
O (-0.9325, 6.1445, 6.9524)
O (0.4418, 4.2902, 6.0165)
H (0.3338, 4.9637, 3.9987)
H (0.1894, 3.2538, 4.3011)
H (-2.0779, 3.6193, 4.1797)
H (-2.0155, 5.3335, 4.7216)
C (-2.1659, -4.1095, -4.3230)
C (-0.6496, -3.9725, -4.1925)
O (-0.3759, -4.0964, -2.8010)
S (-1.4246, -5.1161, -2.1311)
O (-1.7857, -4.6314, -0.8509)
O (-0.8923, -6.4310, -2.3058)
O (-2.5778, -4.9059, -3.2244)
H (-2.3914, -4.6019, -5.2702)
H (-2.7033, -3.1626, -4.3249)
H (-0.2793, -3.0249, -4.5718)
H (-0.1559, -4.8057, -4.6979)
C (2.7753, -0.0835, -1.9106)
C (2.6071, 1.1991, -1.1166)
O (3.9234, 1.7605, -1.1461)
S (5.0166, 0.5939, -0.9679)
O (5.0287, 0.2232, 0.4074)
O (6.2173, 0.8586, -1.6785)
O (4.1343, -0.4909, -1.7909)
H (2.4864, -0.0017, -2.9587)
H (2.1625, -0.8734, -1.4699)
H (2.3994, 1.0282, -0.0554)
H (1.9417, 1.9872, -1.4550)
C (-1.3312, 1.2505, 1.6116)
C (-0.8548, 1.3394, 0.1454)
O (-0.9492, -0.0073, -0.2777)
S (-0.3598, -0.9801, 0.8997)
O (1.0654, -0.8681, 0.9923)
O (-0.9422, -2.2630, 0.8400)
O (-1.1393, -0.1035, 1.9951)
H (-2.3869, 1.4870, 1.7312)
H (-0.7609, 1.9454, 2.2292)
H (0.2043, 1.5571, -0.0221)
H (-1.4070, 1.9939, -0.5234)
C (-5.2461, 0.0064, -2.5004)
C (-5.7220, -1.4372, -2.6326)
O (-4.5092, -2.1727, -2.7358)
S (-3.4582, -1.5634, -1.6578)
O (-2.1379, -1.6329, -2.1725)
O (-3.7444, -2.1779, -0.4068)
O (-4.0608, -0.0462, -1.7152)
H (-6.0369, 0.5755, -2.0182)
H (-4.9443, 0.3523, -3.4890)
H (-6.3099, -1.5071, -3.5457)
H (-6.3361, -1.7684, -1.7955)
C (3.6895, 5.1021, -0.3505)
C (2.7827, 6.1138, -1.0592)
O (1.6716, 6.0630, -0.1540)
S (1.2805, 4.5395, 0.0679)
O (0.5689, 4.0222, -1.0621)
O (0.6785, 4.2839, 1.3347)
O (2.8101, 3.9963, -0.0429)
H (3.9818, 5.5218, 0.6129)
H (4.5528, 4.7361, -0.8966)
H (2.5438, 5.7371, -2.0519)
H (3.2194, 7.1025, -0.9861)


Record 3
Molecular formula: C14H29Br10ClN
Method: DFT, wB97M-V/def2-TZVPD

Properties
- HOMO-LUMO gap: 9.1 eV
- Charge: +1

Cartesian coordinates (Å):
Cl (1.7189, -4.7146, 0.8130)
C (0.7953, -3.5009, -0.0870)
C (-0.6156, -3.2443, 0.4867)
C (-0.4131, -1.9622, 1.3255)
C (0.4724, -1.1500, 0.3661)
N (1.5323, -2.1745, 0.0682)
H (0.8071, -3.7962, -1.1396)
H (-0.9589, -4.1153, 1.0530)
H (-1.3172, -3.0436, -0.3344)
H (-1.3315, -1.4483, 1.6106)
H (0.1563, -2.2156, 2.2353)
H (0.9083, -0.2078, 0.6957)
H (-0.0793, -0.9991, -0.5753)
H (2.1286, -2.2507, 0.9007)
H (2.1393, -1.9333, -0.7132)
Br (2.1781, 1.8364, 1.9408)
C (1.8825, 0.7845, 3.5496)
C (3.1389, 0.1181, 4.0355)
Br (3.6707, -1.3975, 2.9254)
H (1.0956, 0.0691, 3.3249)
H (1.5231, 1.4843, 4.3008)
H (2.9956, -0.2940, 5.0314)
H (3.9980, 0.7817, 4.0317)
Br (-4.0490, -1.7434, 0.6157)
C (-3.5333, -0.0634, -0.2234)
C (-3.6498, -0.1173, -1.7235)
Br (-2.2399, -1.2142, -2.5016)
H (-2.5081, 0.1295, 0.0775)
H (-4.1735, 0.7045, 0.2030)
H (-3.5157, 0.8772, -2.1478)
H (-4.5921, -0.5447, -2.0532)
Br (10.3449, -0.5146, 4.1895)
C (8.7145, -1.5600, 4.1017)
C (7.6440, -0.8707, 3.2953)
Br (6.8830, 0.6452, 4.2488)
H (8.4006, -1.7371, 5.1261)
H (8.9818, -2.5047, 3.6334)
H (6.8162, -1.5485, 3.0989)
H (8.0307, -0.4772, 2.3601)
Br (-1.6392, 2.9831, 0.1199)
C (-2.7613, 4.4880, -0.4095)
C (-3.9130, 4.0789, -1.2900)
Br (-3.3338, 3.5166, -3.0553)
H (-2.0940, 5.1835, -0.9090)
H (-3.1274, 4.9265, 0.5156)
H (-4.5810, 4.9249, -1.4361)
H (-4.4744, 3.2501, -0.8668)
Br (-2.5222, 1.1876, -5.8684)
C (-4.4210, 0.7918, -5.7575)
C (-5.2023, 1.4446, -6.8682)
Br (-5.3758, 3.3601, -6.6086)
H (-4.7489, 1.1343, -4.7797)
H (-4.5070, -0.2908, -5.8202)
H (-6.2152, 1.0492, -6.8962)
H (-4.7285, 1.3028, -7.8348)


Record 4
Molecular formula: C14H29Br3ClFNO5
Method: DFT, wB97M-V/def2-TZVPD

Properties
- HOMO-LUMO gap: 6.0 eV
- Charge: -1

Cartesian coordinates (Å):
C (-4.2284, 3.2897, 1.5062)
O (-4.8648, 2.0428, 1.3598)
C (-4.0119, 0.9368, 1.5845)
C (-3.2888, 0.4743, 0.3177)
C (-1.9508, -0.2071, 0.6241)
C (-1.0701, -0.3812, -0.6158)
C (0.4168, -0.4791, -0.3017)
C (1.1139, 0.8441, -0.0332)
C (0.6377, 1.8592, 1.0087)
C (1.5633, 3.0376, 0.6392)
C (1.3390, 3.1159, -0.8602)
N (1.4338, 1.6800, -1.2683)
H (-3.6612, 3.5641, 0.6094)
H (-3.5586, 3.2907, 2.3726)
H (-5.0051, 4.0348, 1.6680)
H (-4.6463, 0.1356, 1.9659)
H (-3.2760, 1.1716, 2.3645)
H (-3.9217, -0.2460, -0.2034)
H (-3.1235, 1.3354, -0.3362)
H (-1.4390, 0.3430, 1.4176)
H (-2.1579, -1.2068, 1.0185)
H (-1.2481, 0.4308, -1.3355)
H (-1.3709, -1.3060, -1.1080)
H (0.6115, -1.1172, 0.5513)
H (0.9198, -0.9398, -1.1589)
H (2.1004, 0.5636, 0.3486)
H (-0.3831, 2.2204, 0.8722)
H (0.8316, 1.4893, 2.0123)
H (2.5838, 2.6770, 0.8012)
H (1.4329, 3.9799, 1.1589)
H (2.0576, 3.7294, -1.3982)
H (0.3095, 3.4389, -1.0416)
H (0.8763, 1.4335, -2.0833)
H (2.4075, 1.5268, -1.5504)
C (1.8038, -5.0460, -1.5203)
C (1.3217, -4.0064, -2.5195)
O (0.0427, -3.6076, -1.9886)
C (0.0574, -3.8843, -0.6581)
O (-0.7959, -3.5030, 0.0956)
O (1.1224, -4.5875, -0.3165)
H (2.8723, -5.0896, -1.3511)
H (1.4805, -6.0600, -1.7313)
H (1.9654, -3.1212, -2.5527)
H (1.1982, -4.3951, -3.5268)
O (3.9236, 3.2936, -4.3485)
H (3.7409, 4.0399, -3.7523)
H (3.7433, 2.5597, -3.7534)
Cl (4.1834, 4.0102, -1.5532)
C (0.5997, -2.1306, 3.9366)
Br (1.7921, -2.5095, 2.4820)
Br (0.7207, -0.2858, 4.4924)
Br (-1.2048, -2.6276, 3.5329)
H (0.9190, -2.7315, 4.7753)
F (3.0848, -7.0797, -0.6491)


Record 5
Molecular formula: C14H29Cl2F3N2O7V
Method: DFT, wB97M-V/def2-TZVPD

Properties
- HOMO-LUMO gap: 8.8 eV
- Charge: -1

Cartesian coordinates (Å):
O (-17.0978, -16.3279, -18.3975)
V (-16.6635, -15.9864, -19.9001)
O (-17.0554, -14.4962, -20.4176)
C (-12.7760, -14.8724, -21.4137)
C (-13.4236, -16.2501, -21.0464)
O (-14.4738, -16.3047, -20.1500)
H (-13.5232, -14.3730, -22.0304)
H (-11.7869, -14.9637, -21.8625)
H (-12.6092, -14.4056, -20.4429)
H (-12.6428, -16.7745, -20.4955)
H (-13.6131, -16.8434, -21.9409)
C (-18.3849, -17.6461, -22.1190)
O (-17.8344, -16.4449, -22.5533)
O (-17.9190, -17.7252, -20.7654)
C (-19.9453, -17.7522, -22.2194)
F (-20.4579, -18.8629, -21.8017)
F (-20.5118, -16.8744, -21.3694)
F (-20.4492, -17.4997, -23.4703)
C (-16.8477, -16.6243, -23.7454)
C (-16.2430, -15.2154, -23.8917)
H (-16.9841, -14.5114, -23.5131)
H (-15.4842, -15.1516, -23.1119)
H (-15.8325, -14.8647, -24.8385)
H (-17.4955, -16.8678, -24.5876)
H (-16.1110, -17.4275, -23.7594)
H (-17.9425, -18.4783, -22.6665)
C (-13.1751, -10.8172, -19.5891)
C (-13.4573, -11.0823, -18.1382)
O (-12.8674, -10.4084, -17.3106)
N (-14.3584, -12.0423, -17.7356)
C (-15.0398, -13.1122, -18.5912)
H (-12.3033, -10.2522, -19.9190)
H (-14.0084, -10.2801, -20.0423)
H (-12.8789, -11.7107, -20.1386)
H (-14.2827, -12.3512, -16.7770)
H (-15.2637, -13.9089, -17.8818)
H (-14.4472, -13.6456, -19.3344)
H (-16.0340, -12.7717, -18.8806)
C (-15.3160, -19.0718, -17.5415)
C (-14.2119, -19.9852, -18.0781)
O (-14.4881, -21.1133, -18.3882)
N (-13.1004, -19.3807, -18.5178)
C (-12.0122, -20.0189, -19.1029)
H (-14.9979, -18.0476, -17.7367)
H (-15.4203, -19.2538, -16.4719)
H (-16.2508, -19.1575, -18.0954)
H (-13.0254, -18.3741, -18.5535)
H (-12.0201, -19.9047, -20.1869)
H (-11.8868, -21.0257, -18.7046)
H (-11.1407, -19.4368, -18.8033)
Cl (-18.6563, -10.5629, -18.5598)
C (-19.2506, -11.7436, -19.6833)
C (-20.1421, -12.8009, -18.9907)
Cl (-21.1111, -12.0186, -17.7470)
H (-18.3704, -12.1977, -20.1383)
H (-19.8686, -11.2040, -20.4011)
H (-19.4786, -13.5546, -18.5667)
H (-20.8573, -13.3060, -19.6400)


Record 6
Molecular formula: C14H29ClGaO4
Method: DFT, wB97M-V/def2-TZVPD

Properties
- HOMO-LUMO gap: 5.9 eV
- Charge: -1

Cartesian coordinates (Å):
C (-2.0174, -2.6446, 0.4623)
C (-2.7863, -2.2134, -0.5605)
Ga (-4.5531, -3.0855, -0.9107)
Cl (-4.9057, -3.2699, -3.2024)
H (-1.8327, -3.7116, 0.5835)
H (-1.5952, -1.9703, 1.2127)
H (-2.4758, -1.3334, -1.1319)
H (-5.6700, -2.1239, -0.2972)
H (-4.6275, -4.5510, -0.2748)
C (0.9130, 1.0942, 3.4995)
C (0.4230, -0.0400, 2.6305)
O (-0.7449, -0.1754, 2.3476)
C (1.4577, -1.0027, 2.1019)
H (0.0754, 1.7130, 3.8058)
H (1.4076, 0.7059, 4.3895)
H (1.6280, 1.7030, 2.9421)
H (1.9996, -1.4780, 2.9229)
H (2.1649, -0.4631, 1.4711)
H (0.9652, -1.7633, 1.5010)
C (2.5766, 4.4139, 6.5194)
C (1.3978, 3.5122, 6.8043)
O (0.9813, 2.7352, 5.9803)
C (0.7678, 3.6336, 8.1722)
H (2.9368, 4.2320, 5.5097)
H (2.2809, 5.4602, 6.6148)
H (3.3804, 4.2179, 7.2313)
H (0.4045, 4.6507, 8.3293)
H (1.5037, 3.4084, 8.9462)
H (-0.0638, 2.9377, 8.2514)
C (0.0911, 0.4652, -1.3766)
C (1.2623, -0.3874, -1.8000)
O (2.1226, -0.7061, -1.0080)
C (1.2800, -0.8243, -3.2401)
H (0.1738, 0.7104, -0.3200)
H (0.0645, 1.3844, -1.9658)
H (-0.8428, -0.0762, -1.5372)
H (1.3050, 0.0403, -3.8986)
H (0.3811, -1.3995, -3.4629)
H (2.1590, -1.4407, -3.4216)
C (-1.0529, -0.2565, -7.9217)
C (-0.1279, -0.9027, -6.9185)
O (0.3859, -0.2701, -6.0268)
C (0.1186, -2.3832, -7.0802)
H (-1.1507, 0.8028, -7.6971)
H (-0.6551, -0.3786, -8.9310)
H (-2.0367, -0.7265, -7.8800)
H (0.5601, -2.5860, -8.0579)
H (-0.8234, -2.9292, -7.0075)
H (0.7935, -2.7275, -6.3003)


Record 7
Molecular formula: C14H29ClN3O10
Method: DFT, wB97M-V/def2-TZVPD

Properties
- HOMO-LUMO gap: 3.8 eV
- Charge: -3

Cartesian coordinates (Å):
N (-25.0062, 14.3513, 21.8274)
H (-25.0112, 13.9766, 22.7654)
H (-25.9522, 14.6349, 21.6161)
H (-24.7332, 13.6277, 21.1778)
H (-24.3842, 15.1409, 21.7281)
N (-22.0457, 16.0509, 21.6173)
H (-21.5464, 16.5787, 20.9158)
H (-21.7821, 15.0781, 21.5510)
H (-23.0375, 16.1748, 21.4717)
H (-21.8037, 16.4337, 22.5200)
C (-21.8867, 16.2018, 17.6005)
C (-23.0681, 16.9496, 18.0481)
C (-22.8513, 17.9511, 19.2450)
O (-23.7192, 18.8316, 19.4483)
C (-21.5975, 17.8457, 20.0212)
C (-20.6014, 17.0106, 19.6302)
C (-20.7379, 16.2331, 18.3606)
O (-19.8339, 15.4235, 17.9693)
O (-19.6830, 16.8347, 20.5127)
O (-24.1536, 16.8215, 17.5011)
H (-22.0074, 15.6183, 16.6998)
H (-21.5810, 18.4278, 20.9307)
O (-26.0583, 18.5561, 20.4741)
C (-25.2799, 18.4473, 21.6677)
C (-24.8180, 16.9523, 22.1566)
O (-24.0402, 16.0344, 21.3975)
H (-25.8132, 18.9405, 22.4804)
H (-24.4111, 19.1052, 21.6829)
H (-25.7022, 16.3353, 22.3166)
H (-24.4668, 16.9690, 23.1884)
Cl (-20.5972, 13.3991, 21.4735)
O (-20.6207, 12.0565, 20.9537)
O (-19.2058, 13.8381, 21.7373)
O (-21.1233, 14.3068, 20.4870)
O (-21.4006, 13.6537, 22.6427)
C (-22.3737, 15.1230, 24.8809)
C (-21.0840, 15.7884, 24.5516)
N (-21.1171, 16.7930, 23.4671)
C (-22.0044, 17.9621, 23.6977)
C (-22.2168, 18.8695, 22.4433)
C (-19.7127, 17.2558, 23.2412)
C (-18.8602, 16.0998, 22.6987)
H (-22.2365, 14.3575, 25.6447)
H (-22.8005, 14.8182, 23.9254)
H (-23.1123, 15.7811, 25.3386)
H (-20.7662, 16.1980, 25.5104)
H (-20.3576, 15.0351, 24.2470)
H (-21.6498, 18.6355, 24.4781)
H (-22.9684, 17.6044, 24.0594)
H (-21.3112, 19.0850, 21.8763)
H (-22.6414, 19.8307, 22.7328)
H (-22.9120, 18.3973, 21.7491)
H (-19.7374, 18.0403, 22.4849)
H (-19.3484, 17.7053, 24.1650)
H (-19.4752, 15.4256, 22.1027)
H (-18.0071, 16.5251, 22.1699)
H (-18.4775, 15.5136, 23.5341)


Record 8
Molecular formula: C14H29GaN4O3P
Method: DFT, wB97M-V/def2-TZVPD

Properties
- HOMO-LUMO gap: 7.1 eV
- Charge: -1

Cartesian coordinates (Å):
C (3.9934, 1.4547, 1.6012)
C (3.9892, -0.2108, 1.4797)
N (3.1436, -0.8704, 2.5563)
Ga (1.2234, -0.7335, 2.1311)
O (0.9574, 0.4100, 0.6395)
C (1.2014, -0.2666, -0.6433)
N (1.4983, -0.7970, -1.7956)
O (0.4518, 0.1952, 3.6460)
C (-1.0161, 0.2035, 3.5514)
C (-1.6770, 1.6250, 3.0726)
N (-0.8292, 2.4307, 2.1126)
C (-1.6946, 2.9488, 0.9452)
C (-1.6718, 1.9698, -0.3694)
C (-2.1798, 0.4338, -0.1034)
O (-2.6045, 2.5687, -1.3686)
P (0.4165, -2.9112, 1.8771)
C (-0.1208, -3.3105, 0.0891)
C (-0.9032, -3.3776, 3.1759)
H (4.0698, 1.6718, 2.7717)
H (3.0451, 1.9526, 1.1268)
H (4.9990, 1.8361, 1.0874)
H (3.7708, -0.5905, 0.3924)
H (5.1143, -0.5320, 1.7126)
H (3.3491, -0.4523, 3.4990)
H (-1.4289, -0.0073, 4.6497)
H (-1.4558, -0.6514, 2.8753)
H (-1.9548, 2.3573, 3.9716)
H (-2.7226, 1.3914, 2.5461)
H (-0.5459, 3.3043, 2.6435)
H (-1.1693, 3.9693, 0.6210)
H (-2.7823, 3.2424, 1.3109)
H (-0.5908, 1.9913, -0.8725)
H (-3.3309, 0.3759, 0.1469)
H (-1.9604, -0.2009, -1.0898)
H (-1.5942, -0.1299, 0.7628)
H (-2.6348, 1.8770, -2.1198)
H (0.8218, -3.1025, -0.6128)
H (-0.3430, -4.4742, -0.0503)
H (-1.0117, -2.6633, -0.3103)
H (-1.9512, -2.8360, 3.0288)
H (-0.4812, -3.2321, 4.2791)
H (-1.0811, -4.5508, 3.0721)
N (0.6622, -0.9462, -5.7857)
C (-0.0276, -0.5678, -6.9079)
C (-1.0300, 0.2935, -6.5213)
C (-0.9377, 0.4445, -5.1170)
C (0.1175, -0.3297, -4.6893)
H (1.4504, -1.5803, -5.7691)
H (0.2521, -0.9441, -7.8828)
H (-1.7491, 0.7634, -7.1796)
H (-1.5723, 1.0531, -4.4858)
H (0.5256, -0.4952, -3.7012)